1.
{
  "formula": "C32H51N2OP3V",
  "method": "wB97M-V/def2-TZVPD",
  "gap_ev": [6.30, 6.73],
  "total_energy_ev": -92580.3548,
  "de_lowest_kj_mol": 0.0,
  "spin_multiplicity": 2,
  "s_squared": 0.794,
  "e_homo_ha": [-0.4826, -0.4827],
  "total_charge": 2,
  "symbols": ["C", "C", "C", "C", "C", "C", "C", "C", "C", "C", "C", "C", "C", "H", "H", "H", "H", "H", "H", "H", "N", "V", "C", "H", "H", "C", "H", "H", "P", "P", "C", "H", "H", "H", "C", "H", "H", "H", "C", "H", "H", "H", "C", "H", "H", "H", "C", "O", "H", "C", "C", "C", "C", "P", "N", "C", "C", "C", "C", "C", "C", "C", "C", "H", "H", "H", "H", "H", "H", "H", "H", "H", "H", "H", "H", "H", "H", "H", "H", "H", "H", "H", "H", "H", "H", "H", "H", "H", "H", "H"],
  "coordinates": [[4.7411, 0.2624, -2.9616], [3.3696, 0.4930, -2.8966], [2.4698, -0.4875, -3.3911], [2.9879, -1.7002, -3.9595], [4.3949, -1.8976, -3.9942], [5.2535, -0.9262, -3.5089], [2.0540, -2.5801, -4.5096], [0.7537, -2.1540, -4.7926], [0.3211, -0.9100, -4.2119], [-0.9901, -0.4298, -4.4887], [-1.8699, -1.2395, -5.2010], [-1.4485, -2.4570, -5.7639], [-0.1468, -2.8928, -5.6037], [5.4183, 1.0334, -2.5984], [4.7716, -2.8115, -4.4541], [6.3340, -1.0703, -3.5448], [2.4023, -3.5301, -4.9098], [-2.8980, -0.9027, -5.3298], [-2.1605, -3.0522, -6.3353], [0.2127, -3.8119, -6.0717], [1.1179, -0.3003, -3.2919], [0.0739, 0.0480, -0.6765], [2.8145, 1.7839, -2.3500], [2.0912, 2.2362, -3.0447], [3.6242, 2.4987, -2.1483], [-1.4040, 0.9021, -3.9135], [-0.6314, 1.6632, -4.0968], [-2.3502, 1.2455, -4.3544], [1.9015, 1.4658, -0.7724], [-1.5978, 0.7737, -2.0723], [-3.1007, -0.2652, -1.9424], [-3.4967, -0.1952, -0.9225], [-3.8758, 0.0649, -2.6458], [-2.8545, -1.3131, -2.1535], [-2.2118, 2.4511, -1.7038], [-3.1186, 2.6687, -2.2863], [-2.4350, 2.5183, -0.6315], [-1.4326, 3.1824, -1.9551], [3.2750, 0.8449, 0.2781], [4.1221, 1.5437, 0.2648], [2.9500, 0.7121, 1.3155], [3.6191, -0.1280, -0.0889], [1.7355, 3.1783, -0.1704], [1.3557, 3.1875, 0.8570], [2.7073, 3.6890, -0.1968], [1.0286, 3.7217, -0.8069], [0.5531, -1.8961, -1.4479], [-0.3644, -2.7077, -1.6310], [1.5774, -2.2792, -1.7839], [-1.3284, -2.7573, 2.6978], [-2.0537, -1.4037, 2.8260], [-3.1231, -1.3564, 1.7216], [-2.7671, -1.3732, 4.1913], [-0.8663, 0.0349, 2.5808], [-0.4809, 0.0487, 0.9517], [-1.6801, 1.6747, 3.0999], [-1.6486, 1.8120, 4.6367], [-0.9412, 2.8685, 2.4784], [-3.1462, 1.7709, 2.6394], [0.7519, -0.2539, 3.5024], [1.5836, -1.3352, 2.7850], [1.5834, 1.0404, 3.5671], [0.5304, -0.7242, 4.9513], [-2.0993, -3.5406, 2.6100], [-0.7374, -3.0138, 3.5866], [-0.7026, -2.8209, 1.7986], [-3.7180, -2.2817, 1.7863], [-3.8205, -0.5203, 1.8414], [-2.6671, -1.3113, 0.7251], [-2.0734, -1.3967, 5.0390], [-3.4444, -0.5207, 4.3033], [-3.3853, -2.2826, 4.2526], [-0.6356, 1.9243, 5.0348], [-2.2033, 2.7201, 4.9169], [-2.1374, 0.9729, 5.1432], [-0.8843, 2.7902, 1.3851], [-1.4991, 3.7885, 2.7186], [0.0679, 3.0055, 2.8798], [-3.2472, 1.6833, 1.5494], [-3.8016, 1.0425, 3.1293], [-3.5267, 2.7677, 2.9196], [1.6698, -1.1501, 1.7068], [2.5971, -1.3309, 3.2169], [1.1749, -2.3393, 2.9381], [1.1636, 1.7865, 4.2540], [2.5782, 0.7834, 3.9697], [1.7348, 1.4996, 2.5824], [-0.0548, -0.0187, 5.5497], [0.0702, -1.7155, 5.0122], [1.5238, -0.7979, 5.4206]],
  "atomic_forces_ev_per_a": [[-1.1, 0.3, 0.1], [0.6, 0.1, 0.2], [-0.5, -0.7, 0.2], [-0.1, 0.7, 0.3], [0.5, 0.2, 0.2], [-0.2, -0.9, -0.3], [0.2, 0.1, -1.0], [0.0, 0.4, 0.2], [0.5, -0.9, 0.7], [-0.5, -0.4, 0.1], [0.7, 0.9, 0.6], [0.7, -0.8, -0.2], [-0.8, -0.1, -0.1], [-0.1, -0.1, -0.1], [0.0, 0.2, 0.2], [-0.3, 0.0, -0.1], [-0.1, 0.0, 0.1], [0.2, -0.1, -0.1], [0.3, 0.2, 0.1], [-0.2, 0.3, 0.1], [0.2, 1.6, -1.1], [0.0, -3.3, 0.7], [-0.4, -0.5, -0.2], [0.3, -0.1, 0.1], [-0.3, -0.2, 0.1], [0.6, -0.4, 0.2], [-0.2, -0.2, 0.0], [0.2, -0.1, 0.3], [2.5, 1.9, 0.5], [-2.7, 1.3, -1.8], [0.1, -0.2, 0.3], [0.1, 0.0, -0.2], [0.3, 0.1, 0.1], [0.0, 0.2, 0.1], [0.0, 0.1, 0.3], [0.3, -0.1, 0.2], [0.0, 0.1, -0.2], [-0.2, -0.1, 0.1], [-0.1, -0.3, 0.1], [-0.2, -0.1, -0.1], [0.1, 0.0, -0.3], [0.0, 0.1, 0.0], [-0.4, 0.1, 0.2], [0.1, 0.0, -0.2], [-0.2, -0.2, 0.0], [0.1, 0.0, 0.1], [-0.7, -2.5, 0.0], [1.2, 2.3, 0.6], [-0.6, 0.6, 0.5], [0.1, -0.2, -0.1], [-0.2, -0.1, 0.1], [-0.2, 0.0, -0.2], [-0.1, -0.1, 0.1], [-0.1, -0.1, -0.3], [0.3, 0.6, -0.4], [0.1, 0.0, 0.2], [-0.1, 0.1, 0.2], [0.2, 0.2, -0.1], [-0.2, 0.0, 0.0], [0.1, 0.0, 0.2], [0.1, -0.1, -0.1], [0.2, 0.2, 0.1], [0.0, 0.0, 0.2], [0.2, 0.3, 0.0], [-0.1, 0.2, -0.3], [-0.1, 0.0, 0.2], [0.2, 0.3, 0.0], [0.2, -0.2, -0.1], [-0.1, -0.1, 0.2], [-0.2, 0.0, -0.2], [0.2, -0.2, 0.0], [0.2, 0.3, 0.0], [-0.3, 0.0, -0.1], [0.1, -0.2, -0.2], [0.1, 0.2, -0.1], [0.0, 0.0, 0.2], [0.1, -0.3, -0.1], [-0.2, -0.1, -0.1], [0.0, -0.1, 0.2], [0.2, 0.2, -0.2], [0.2, -0.3, -0.1], [0.0, -0.1, 0.3], [-0.3, 0.0, -0.1], [0.1, 0.3, -0.1], [0.1, -0.2, -0.3], [-0.3, 0.0, -0.2], [-0.1, 0.0, 0.3], [0.1, -0.2, -0.1], [0.1, 0.2, 0.0], [-0.3, 0.0, -0.1]]
}

=====

2.
{
  "formula": "C32H51N4O2P2W",
  "method": "wB97M-V/def2-TZVPD",
  "gap_ev": [5.41, 5.98],
  "total_energy_ev": -64444.9815,
  "de_lowest_kj_mol": 0.0,
  "spin_multiplicity": 3,
  "s_squared": 2.369,
  "e_homo_ha": [-0.6101, -0.6225],
  "total_charge": 3,
  "symbols": ["C", "C", "C", "C", "C", "H", "H", "H", "N", "P", "P", "C", "H", "H", "C", "H", "C", "C", "C", "C", "C", "H", "H", "H", "C", "H", "H", "H", "C", "H", "H", "H", "C", "H", "H", "H", "C", "H", "H", "H", "C", "H", "H", "H", "C", "H", "H", "H", "C", "H", "H", "H", "C", "H", "H", "H", "C", "H", "H", "H", "C", "H", "H", "H", "C", "H", "H", "H", "W", "C", "O", "N", "C", "C", "C", "C", "C", "H", "C", "H", "C", "H", "H", "H", "N", "C", "N", "O", "H", "H", "H", "H"],
  "coordinates": [[-1.3577, -1.0950, -2.2814], [0.4127, -2.1622, -1.1061], [-1.3043, -2.0556, -3.2865], [0.5206, -3.1380, -2.0848], [-0.3562, -3.0766, -3.1780], [-1.9906, -1.9407, -4.1295], [1.3043, -3.9022, -1.9763], [-0.2819, -3.8290, -3.9585], [-0.5428, -1.2156, -1.2123], [-1.4597, 1.6196, -1.4729], [0.4869, -1.4906, 1.6832], [-2.2361, 0.1369, -2.2973], [-2.4908, 0.4136, -3.3433], [-3.1952, -0.0613, -1.7744], [1.3697, -1.9450, 0.0283], [2.0284, -2.8327, 0.1860], [1.9194, -1.1176, 2.9233], [-0.5054, -2.9977, 2.2192], [-0.1397, 2.3046, -2.6601], [-2.8888, 2.8541, -1.2571], [2.0565, 0.4084, 3.1196], [1.2567, 0.8009, 3.7624], [3.0200, 0.6102, 3.6171], [2.0475, 0.9622, 2.1739], [1.6071, -1.7267, 4.3028], [0.7190, -1.2571, 4.7447], [1.4685, -2.8134, 4.2559], [2.4605, -1.5204, 4.9691], [3.2705, -1.6802, 2.4069], [3.9458, -1.8167, 3.2658], [3.1796, -2.6519, 1.9065], [3.7439, -0.9734, 1.7137], [-1.2794, -2.6288, 3.5289], [-1.3600, -1.5417, 3.6847], [-2.3092, -3.0126, 3.4757], [-0.8070, -3.0780, 4.4129], [-1.5397, -3.3405, 1.1266], [-2.0383, -2.4565, 0.7379], [-1.0929, -3.8716, 0.2813], [-2.3420, -3.9455, 1.5700], [0.4317, -4.2297, 2.4085], [1.4891, -4.0509, 2.1656], [0.3609, -4.6089, 3.4373], [0.0901, -5.0382, 1.7437], [-2.3392, 4.1128, -0.5295], [-3.1189, 4.5425, 0.1182], [-1.4692, 3.8869, 0.1081], [-2.0406, 4.9037, -1.2311], [-3.9939, 2.2162, -0.3819], [-4.3010, 1.2233, -0.7327], [-3.6675, 2.1455, 0.6563], [-4.8819, 2.8708, -0.4090], [-3.5387, 3.2213, -2.6130], [-4.6299, 3.2596, -2.4712], [-3.2184, 4.2162, -2.9530], [-3.3566, 2.4757, -3.3991], [0.9531, 1.2285, -2.9099], [1.1207, 1.0900, -3.9877], [1.8889, 1.5081, -2.4125], [0.6860, 0.2416, -2.5315], [0.5079, 3.5280, -1.9723], [0.7424, 3.3101, -0.9194], [1.4600, 3.7397, -2.4794], [-0.1127, 4.4334, -2.0256], [-0.7281, 2.7045, -4.0364], [-1.2103, 1.8492, -4.5335], [-1.4352, 3.5429, -3.9839], [0.1142, 3.0254, -4.6701], [-0.5105, 0.2057, 0.2706], [-2.2996, -0.2073, 0.9763], [-3.3701, -0.6155, 1.2798], [1.4772, 0.4368, -0.0616], [2.1585, -0.6376, -0.2786], [3.5550, -0.6921, -0.8388], [4.3575, 0.4478, -0.6662], [4.0400, -1.8176, -1.5431], [5.6711, 0.4475, -1.1436], [3.9276, 1.3072, -0.1379], [5.3471, -1.8066, -2.0259], [3.3747, -2.6733, -1.6887], [6.1580, -0.6781, -1.8207], [6.2982, 1.3250, -0.9738], [5.7244, -2.6808, -2.5569], [7.1802, -0.6797, -2.1968], [-2.9211, 3.3720, 2.6362], [-2.6971, 2.0555, 2.7595], [-3.5530, 1.2942, 3.4449], [-1.7443, 1.5293, 2.1071], [-3.5112, 3.9111, 3.2531], [-2.1915, 3.8479, 2.1360], [-3.4006, 0.3170, 3.4465], [-4.1735, 1.7085, 4.0900]],
  "atomic_forces_ev_per_a": [[-0.1, -0.1, -0.1], [0.0, -0.3, -0.5], [0.0, 0.4, 0.3], [0.2, 0.1, 0.2], [0.0, -0.2, 0.1], [0.4, -0.3, 0.2], [-0.5, 0.3, -0.3], [0.0, 0.1, 0.1], [0.3, 0.3, 0.1], [-1.2, 0.9, -1.6], [0.9, -1.9, 0.8], [-0.5, 0.1, -0.9], [0.1, -0.4, 0.6], [0.5, 0.0, -0.3], [0.8, -0.8, 0.9], [-0.4, 0.7, -0.4], [0.2, 0.2, 0.2], [0.1, -0.1, 0.0], [0.1, 0.2, -0.2], [-0.1, 0.0, 0.2], [-0.1, 0.1, 0.0], [0.2, -0.1, -0.2], [-0.4, -0.1, -0.1], [0.1, -0.1, 0.2], [-0.2, -0.1, 0.0], [0.2, -0.2, 0.0], [0.1, 0.3, 0.1], [-0.3, 0.0, -0.3], [-0.2, 0.0, -0.1], [-0.3, 0.1, -0.3], [0.1, 0.2, 0.2], [-0.1, -0.3, 0.2], [-0.1, 0.0, -0.1], [0.1, -0.2, 0.1], [0.4, 0.1, 0.0], [-0.2, 0.3, -0.3], [-0.1, 0.2, -0.1], [0.0, -0.2, -0.1], [-0.1, 0.0, 0.2], [0.4, -0.1, -0.2], [-0.2, -0.3, -0.1], [-0.3, 0.0, 0.2], [0.2, 0.1, -0.3], [0.2, 0.2, 0.3], [0.0, 0.2, 0.0], [0.1, -0.2, -0.3], [-0.2, 0.1, -0.2], [0.0, -0.3, 0.2], [0.2, -0.1, 0.1], [-0.1, 0.3, 0.1], [-0.2, -0.1, -0.2], [0.4, -0.3, 0.0], [-0.3, 0.0, -0.1], [0.4, 0.1, -0.1], [0.0, -0.4, -0.1], [-0.1, 0.3, 0.2], [-0.1, -0.3, 0.0], [0.1, 0.3, 0.3], [-0.1, -0.1, -0.3], [0.1, 0.1, -0.2], [0.0, 0.0, -0.1], [0.0, 0.1, -0.2], [-0.3, 0.0, 0.1], [0.2, -0.4, 0.0], [-0.1, 0.1, 0.2], [0.1, 0.3, 0.1], [0.3, -0.3, 0.0], [-0.3, -0.1, 0.2], [2.7, 5.2, 0.2], [-7.8, -3.8, 2.2], [4.6, 2.1, -1.2], [-0.9, -2.5, 0.6], [1.6, 0.2, -0.9], [-1.1, 0.2, 0.0], [0.2, 0.0, -0.1], [-0.1, 0.3, 0.4], [-0.4, 0.0, 0.1], [0.4, -0.3, -0.2], [-0.4, 0.1, 0.1], [0.4, 0.2, 0.0], [-0.2, 0.0, 0.1], [-0.1, -0.4, -0.1], [0.0, 0.3, 0.1], [-0.2, 0.0, 0.1], [0.5, -0.2, 0.3], [-0.5, 0.1, -0.2], [0.9, 0.7, -0.5], [0.8, -0.2, -0.3], [0.0, -0.1, 0.0], [0.0, 0.4, 0.1], [0.0, -0.7, 0.3], [-0.9, 0.2, 0.6]]
}